No. 1
ORCA calculation (ωB97M-V/def2-TZVPD) on an isolated molecule of C4H10N2O at a distorted geometry.

Geometry as XYZ:
```
17
Properties=species:S:1:pos:R:3:forces:R:3:nbo_charge:R:1
C -2.172 -0.991 -0.083 -0.2132 -0.9150 1.3943 -0.413
N -1.216 -0.077 -0.717 -3.5675 1.7882 -2.0829 -0.759
C 0.135 -0.429 -0.934 -0.4852 -1.6231 3.2175 0.708
O 0.550 -1.304 -1.653 0.2242 1.3678 -0.1176 -0.515
C 0.737 0.178 0.381 3.1610 2.3327 -2.2169 -0.164
C 1.170 1.691 0.101 0.4305 0.3331 1.2750 -0.622
N 1.981 -0.452 0.884 -0.6604 -1.6153 0.4838 -0.859
H -1.692 -1.573 0.785 -0.3868 0.4995 -1.6211 0.202
H -2.664 -1.656 -0.835 0.5594 0.0707 0.7985 0.194
H -3.009 -0.468 0.472 0.9515 0.0262 -0.9042 0.202
H -1.741 0.409 -1.476 1.0963 -0.7356 0.4361 0.389
H -0.164 0.355 1.012 1.2828 -1.1461 0.3425 0.245
H 1.681 2.197 0.980 0.1854 -1.5579 -0.6878 0.224
H 1.818 1.845 -0.778 -0.5063 -0.1221 0.2539 0.211
H 0.338 2.356 0.171 -1.1373 0.3093 -1.2380 0.210
H 2.649 -0.908 0.171 -2.0515 0.9792 1.1850 0.389
H 1.599 -1.172 1.519 1.1171 0.0083 -0.5182 0.359
```
Forces are in eV/Å.

Results
Lowest unoccupied orbital energy   0.874 eV
Spin multiplicity   1

***

No. 2
ORCA calculation (ωB97M-V/def2-TZVPD) on a cluster of 11 separate species, C17H56O11 in total at a distorted geometry.

Geometry as XYZ:
```
84
Properties=species:S:1:pos:R:3:forces:R:3:mulliken_charge:R:1
C -9.538 -10.231 14.965 -2.0471 0.3247 1.0336 -1.486
C -9.586 -8.929 15.837 0.7069 -2.2455 -1.8902 0.676
O -8.287 -8.936 16.347 0.4955 1.1489 1.8033 -0.374
H -9.482 -11.067 15.662 0.0906 -0.1813 -0.3018 0.367
H -8.728 -10.248 14.268 0.9903 0.2410 -0.0090 0.258
H -10.395 -10.332 14.313 -0.6967 -0.2443 0.0692 0.441
H -10.335 -8.864 16.617 0.1064 -0.4562 0.1510 0.396
H -9.748 -8.127 15.155 -0.2231 1.1163 -0.4323 -0.476
H -7.710 -8.892 15.579 0.5251 0.1475 -0.1833 0.441
C -8.649 -9.934 11.246 0.8398 0.7245 -0.0399 -1.567
C -9.308 -8.682 11.800 -1.2034 -1.2278 0.8634 -0.069
O -8.471 -7.561 11.872 1.7631 -0.8054 -0.1150 -0.055
H -8.229 -9.676 10.279 -0.0698 -0.2722 -0.3914 0.377
H -9.244 -10.851 11.193 -0.3526 0.5676 -0.0238 0.394
H -7.800 -10.180 11.865 0.4237 -0.1244 0.3431 0.303
H -9.694 -8.885 12.792 0.0012 -0.1273 0.3953 0.056
H -10.186 -8.441 11.254 -0.7888 0.2577 -0.9133 0.679
H -8.965 -6.752 11.863 -0.5265 0.8081 0.2294 -0.079
C -10.517 -5.802 10.270 -0.3499 0.0820 0.6411 -1.215
C -10.063 -4.541 10.952 1.1829 -0.9810 -1.0370 -0.492
O -9.633 -4.855 12.273 0.2618 0.8634 0.3451 -0.304
H -11.244 -6.190 10.977 -0.1909 -0.8353 -0.1139 0.346
H -9.691 -6.509 10.074 -0.5933 0.4556 -0.2066 0.298
H -11.094 -5.511 9.397 0.2723 -0.2756 -0.3831 0.474
H -10.890 -3.893 11.022 -0.9086 1.1928 -0.1314 0.577
H -9.231 -4.160 10.363 0.0413 0.5848 0.2022 0.340
H -9.359 -3.994 12.646 0.0288 -0.8411 0.1229 0.136
C -4.759 -7.425 15.004 1.0976 -1.8587 1.0353 -1.510
C -5.784 -7.286 13.932 0.7158 0.2400 0.0802 1.517
O -6.885 -8.120 14.182 -0.3953 -0.4814 -0.7124 -0.469
H -3.879 -6.787 14.918 -0.4579 0.4919 -0.0596 0.364
H -4.312 -8.430 14.907 -0.1856 0.0573 -0.0022 0.473
H -5.142 -7.444 16.047 -0.0704 0.5651 -0.7193 0.110
H -5.331 -7.504 12.959 0.0199 -0.2159 -0.0715 0.463
H -6.105 -6.276 13.879 -0.4639 1.0363 -0.0062 -1.128
H -7.468 -7.960 13.416 -0.1222 -0.2426 0.2146 0.063
C -4.779 -2.528 16.840 -0.4419 -0.5733 1.5440 -1.231
C -4.982 -4.035 16.695 -0.7709 0.9280 -1.1244 -0.200
O -5.470 -4.356 15.396 0.1466 0.5211 -0.5548 -0.507
H -5.721 -2.022 16.766 -0.6328 0.2758 0.0270 0.165
H -4.099 -1.988 16.233 0.8010 -0.2329 -1.2936 0.380
H -4.383 -2.331 17.840 -0.2305 -0.0866 0.2364 0.369
H -5.661 -4.430 17.429 -0.5667 0.1839 0.5512 0.156
H -4.092 -4.562 16.847 1.7429 -0.7562 0.2034 0.534
H -6.187 -4.993 15.441 -0.1084 -0.2673 0.5547 -0.047
C -9.956 -2.995 16.244 -1.2131 -0.3512 1.0179 -0.373
C -8.520 -2.551 16.340 -0.5839 0.1477 -0.9410 0.155
O -8.363 -1.628 17.363 0.2572 1.2879 0.9654 -0.573
H -10.219 -3.679 17.070 0.1414 0.4852 0.0632 0.115
H -10.165 -3.603 15.398 0.0110 -0.2482 -1.0580 -0.324
H -10.708 -2.179 16.237 0.6471 -0.1465 0.0715 0.474
H -8.261 -2.065 15.375 0.4263 -0.6059 0.2727 0.307
H -7.876 -3.384 16.614 0.1200 -0.0662 -0.5099 -0.171
H -8.715 -0.781 17.060 0.0589 -0.1780 0.2443 0.353
C -11.263 -6.652 17.995 0.3199 0.1873 -2.0570 -0.697
O -9.932 -7.086 18.317 -0.7955 0.3775 -0.2419 -0.325
H -11.454 -5.596 17.944 0.7840 1.0479 0.5106 0.262
H -11.977 -7.008 18.656 -1.3059 -1.0613 1.4298 0.503
H -11.645 -6.904 16.955 1.1774 -0.6337 1.0192 0.127
H -9.839 -7.171 19.282 -0.2453 0.1486 -0.6399 0.220
C -6.472 -7.911 19.105 -1.9868 -1.8212 -0.3793 0.126
O -5.277 -8.227 19.703 1.3358 0.1562 1.6633 -0.562
H -7.314 -7.754 19.794 0.2059 0.0639 0.2271 0.309
H -6.794 -8.770 18.480 0.2996 0.5771 0.1698 0.083
H -6.371 -7.062 18.510 -0.0643 1.5964 -1.2878 -0.277
H -5.132 -7.562 20.400 0.2021 -0.5432 -0.4284 0.322
C -8.671 -5.705 15.183 -1.2475 -1.1031 0.6738 0.495
O -7.778 -6.038 16.186 1.2726 0.0053 0.7077 -0.379
H -8.573 -6.368 14.332 -0.3762 -0.2523 -0.2142 0.035
H -8.471 -4.732 14.844 0.3869 1.4263 -0.3855 0.122
H -9.671 -5.725 15.658 0.0377 -0.0467 -0.9127 0.160
H -7.996 -6.936 16.488 0.1706 -0.0997 0.1046 -0.169
C -12.297 -5.256 14.346 -0.1505 0.5266 -0.0439 -0.541
O -11.625 -6.234 13.560 -1.7918 -0.6998 1.6075 -0.476
H -11.895 -5.125 15.371 -0.0739 -0.4243 -0.4143 0.024
H -13.349 -5.535 14.395 0.0015 -0.0001 0.1885 0.347
H -12.255 -4.239 13.898 0.0284 -0.5374 -0.0188 0.235
H -11.001 -5.766 13.061 1.8303 0.9880 -1.0880 0.230
C -6.525 -4.774 11.720 0.1392 0.2617 1.1638 -0.225
O -7.071 -5.560 10.667 0.0934 0.1376 0.2616 -0.606
H -6.457 -3.676 11.447 0.4845 -1.5044 -0.2392 0.339
H -5.592 -5.264 12.111 -0.3932 1.1413 -0.6902 0.301
H -7.167 -4.727 12.632 0.0043 -0.3499 -0.5642 -0.221
H -7.086 -6.492 10.963 -0.0649 0.6287 -0.1784 0.333
```
Forces are in eV/Å.

Results
Lowest unoccupied orbital energy   0.331 eV
Spin multiplicity   1

***

The records above yield energy relative to the best compared isomer or geometry (same formula, charge and spin) values of 312.5; 244.3 kJ/mol, respectively.
The records above yield gap between HOMO and LUMO values of 9.76; 9.83 eV, respectively.